1.
The following is a DFT calculation (ωB97M-V with the def2-TZVPD basis set) of C46H72As3GeN3P2STc as an isolated structure in a non-equilibrium geometry.

Properties
Energy = -323969.9410 eV
Expectation value of S² = 1.0928
Highest occupied orbital energy (spin up / spin down) = -11.9 / -11.9 eV
2S+1 = 2
Charge = +2
Orbital gap (spin up / spin down) = 5.29 / 5.56 eV
ΔE to the lowest compared entry with this formula, charge and spin = 0.0 kcal per mole

Atoms and positions in Å:
Tc1 -0.5185 0.6343 0.6662
C1 2.3991 3.0359 1.6986
As1 0.7291 2.8138 0.6905
C2 1.2892 3.4426 -1.0803
C3 -0.1256 4.4447 1.4002
C4 -1.6100 4.7402 1.1802
C5 -1.8669 5.0180 -0.3030
C6 -2.5078 3.6021 1.6569
As2 -2.6787 1.9309 0.6093
C7 -3.6998 1.0442 2.0340
C8 -4.1388 2.3799 -0.6231
C9 -1.9534 6.0152 1.9750
As3 -2.0203 6.2008 3.9935
C10 -0.8845 4.7558 4.7733
C11 -3.7412 5.3138 4.4006
H1 2.6256 4.1016 1.7796
H2 3.2390 2.5391 1.2165
H3 2.2871 2.6137 2.6981
H4 1.8187 4.3902 -0.9756
H5 0.4247 3.5897 -1.7248
H6 1.9457 2.7206 -1.5636
H7 0.4517 5.2809 0.9900
H8 0.0663 4.4321 2.4746
H9 -1.6400 4.1274 -0.8994
H10 -1.2446 5.8372 -0.6560
H11 -2.9068 5.2918 -0.4749
H12 -3.5283 3.9866 1.7724
H13 -2.1657 3.2777 2.6455
H14 -4.4741 1.7193 2.4024
H15 -3.0251 0.7895 2.8547
H16 -4.1709 0.1257 1.6953
H17 -4.9419 2.8428 -0.0480
H18 -4.5217 1.4825 -1.1043
H19 -3.8085 3.0654 -1.4008
H20 -2.9417 6.3728 1.6653
H21 -1.2532 6.7971 1.6631
H22 0.1744 4.9601 4.6226
H23 -1.1284 3.7539 4.4181
H24 -1.0730 4.7858 5.8466
H25 -4.5216 5.6495 3.7212
H26 -4.0403 5.6077 5.4059
H27 -3.6800 4.2275 4.3768
C12 -2.0660 -2.8055 -6.4898
S1 -0.3808 -3.3453 -6.1100
C13 -0.6334 -4.0480 -4.4474
C14 -0.8003 -2.9375 -3.4171
C15 -0.7301 -3.4579 -1.9737
N1 -0.3854 -2.4374 -0.9843
P1 -1.4682 -1.2275 -0.5009
C16 -2.9708 -2.1521 -0.0306
C17 -2.8353 -3.4061 0.5604
C18 -3.9491 -4.1531 0.8963
C19 -5.2192 -3.6510 0.6617
C20 -5.3657 -2.3695 0.1540
C21 -4.2502 -1.6184 -0.1715
C22 -1.8853 -0.3852 -2.0947
C23 -3.0348 -0.5454 -2.8613
C24 -3.2006 0.1680 -4.0379
C25 -2.2213 1.0490 -4.4667
C26 -1.0607 1.2039 -3.7236
C27 -0.8946 0.4900 -2.5499
P2 1.1903 -2.2654 -0.2497
C28 1.7406 -3.9842 0.0283
C29 3.1177 -4.2035 0.0259
C30 3.6350 -5.4401 0.3598
C31 2.7852 -6.4774 0.7076
C32 1.4162 -6.2654 0.7282
C33 0.8959 -5.0233 0.4097
C34 2.2595 -1.7934 -1.6704
C35 2.3058 -2.5831 -2.8180
C36 2.9430 -2.1436 -3.9617
C37 3.5525 -0.8964 -3.9643
C38 3.5788 -0.1466 -2.8053
C39 2.9638 -0.5870 -1.6333
H28 -2.0579 -2.4376 -7.5104
H29 -2.3641 -2.0088 -5.8136
H30 -2.7404 -3.6524 -6.4075
H31 0.2574 -4.6450 -4.2552
H32 -1.5005 -4.7073 -4.4832
H33 -1.7619 -2.4564 -3.5845
H34 -0.0169 -2.1935 -3.5812
H35 0.0348 -4.2363 -1.9150
H36 -1.6888 -3.9187 -1.7093
H37 -1.8440 -3.7893 0.7562
H38 -3.8187 -5.1298 1.3381
H39 -6.0865 -4.2516 0.8896
H40 -6.3516 -1.9538 0.0060
H41 -4.3743 -0.6099 -0.5426
H42 -3.7959 -1.2482 -2.5608
H43 -4.1009 0.0293 -4.6168
H44 -2.3529 1.5930 -5.3885
H45 -0.2931 1.8888 -4.0528
H46 0.0464 0.5569 -1.9966
H47 3.7778 -3.3934 -0.2492
H48 4.7019 -5.5991 0.3488
H49 3.1866 -7.4433 0.9720
H50 0.7504 -7.0705 0.9995
H51 -0.1738 -4.8751 0.4475
H52 1.8581 -3.5634 -2.7931
H53 2.9638 -2.7633 -4.8449
H54 4.0457 -0.5307 -4.8527
H55 4.1060 0.7980 -2.7872
H56 2.9234 1.2095 -0.4905
C40 0.8883 0.5871 5.4574
N2 0.9556 -0.5404 4.5430
C41 1.0339 -1.8496 5.1606
C42 0.6852 -0.3785 3.2934
N3 0.4559 -0.1159 2.1724
H57 0.0481 0.4607 6.1450
H58 0.7577 1.5159 4.9067
H59 1.8022 0.6477 6.0488
H60 0.1775 -1.9935 5.8264
H61 1.9495 -1.9284 5.7488
H62 1.0303 -2.6318 4.4052
C43 5.2406 -0.2883 2.1187
Ge1 5.1569 0.0746 0.1698
C44 5.9907 1.8228 -0.2635
C45 6.0507 -1.4154 -0.7751
C46 3.1817 0.1562 -0.3703
H63 6.2807 -0.3209 2.4287
H64 4.7964 -1.2543 2.3410
H65 4.7376 0.4710 2.7092
H66 7.0589 1.6731 -0.3784
H67 5.8310 2.5420 0.5340
H68 5.6151 2.2472 -1.1892
H69 7.1256 -1.3468 -0.6369
H70 5.8489 -1.4163 -1.8402
H71 5.7305 -2.3672 -0.3643
H72 2.5750 -0.2573 0.4381

=====

2.
The following is a DFT calculation (ωB97M-V with the def2-TZVPD basis set) of a 3-piece molecular cluster, C15H17ClF2N overall.

Properties
Energy = -35277.8066 eV
Highest occupied orbital energy = -2.3 eV
Charge = -1
Orbital gap = 5.56 eV

Atoms and positions in Å:
N1 -0.0752 0.4316 0.0150
C1 0.7220 -0.4453 0.8101
C2 0.7479 -1.8587 0.2096
C3 1.3802 -2.8719 1.1516
Cl1 0.1216 -3.7711 2.0936
H1 -0.4070 1.1800 0.6236
H2 1.8074 -0.1661 0.9179
H3 0.3813 -0.5609 1.8657
H4 1.2915 -1.8446 -0.7373
H5 -0.2780 -2.1492 -0.0257
H6 1.9875 -2.3669 1.9020
H7 1.9805 -3.6340 0.6608
F1 2.6489 -0.5268 -2.2487
C4 2.6849 0.7417 -2.7084
C5 3.6313 1.0425 -3.6713
C6 3.6960 2.3402 -4.1599
C7 2.8222 3.3051 -3.6803
C8 1.8846 2.9642 -2.7119
C9 1.7948 1.6733 -2.2069
H8 4.3006 0.2682 -4.0234
H9 4.4305 2.5934 -4.9147
H10 2.8717 4.3183 -4.0597
H11 1.2018 3.7166 -2.3355
H12 1.0606 1.3829 -1.4364
F2 -4.7518 1.8374 1.7195
C10 -4.1454 0.6680 2.0536
C11 -4.7610 -0.1386 2.9905
C12 -4.1427 -1.3346 3.3344
C13 -2.9393 -1.6988 2.7451
C14 -2.3468 -0.8606 1.8075
C15 -2.9503 0.3363 1.4503
H13 -5.6982 0.1701 3.4342
H14 -4.6087 -1.9824 4.0672
H15 -2.4559 -2.6278 3.0154
H16 -1.4053 -1.1114 1.3362
H17 -2.4821 0.9801 0.7166

=====

3.
The following is a DFT calculation (ωB97M-V with the def2-TZVPD basis set) of C49H41ClHgI2N3O3Te as an isolated structure in a non-equilibrium geometry.

Properties
Energy = -102278.3688 eV
Expectation value of S² = 0.7823
Highest occupied orbital energy (spin up / spin down) = 0.5 / -1.5 eV
2S+1 = 2
Charge = -2
Orbital gap (spin up / spin down) = 2.85 / 4.77 eV
ΔE to the lowest compared entry with this formula, charge and spin = 49.2 kcal per mole

Atoms and positions in Å:
Hg1 1.5839 -0.1400 -1.0170
I1 -8.0921 0.5310 -1.8121
C1 -6.1094 0.2545 -1.9686
C2 -5.4248 1.2313 -2.7069
C3 -4.0542 1.2652 -2.7264
I2 -3.0744 2.6113 -4.0312
C4 -3.3033 0.1532 -2.0785
O1 -2.0687 0.1689 -2.1377
C5 -4.1256 -0.9079 -1.5084
C6 -3.4202 -2.1678 -1.1429
N1 -2.6886 -2.7728 -2.2517
C7 -2.2213 -4.1095 -1.9179
C8 -1.2087 -4.5446 -2.9813
C9 -1.0911 -5.8166 -3.3972
C10 -0.0561 -6.1614 -4.2653
C11 0.9419 -5.2166 -4.5423
C12 0.6857 -3.8987 -4.1152
N2 -0.3690 -3.5638 -3.3886
C13 -5.4363 -0.8138 -1.3781
H1 -6.0125 1.8756 -3.3334
H2 -4.0863 -2.9799 -0.8101
H3 -2.7624 -1.9843 -0.2597
H4 -1.9563 -2.1625 -2.6474
H5 -3.0475 -4.8733 -2.0525
H6 -1.7941 -4.2182 -0.8873
H7 -1.8771 -6.4228 -3.0867
H8 -0.0016 -7.1802 -4.6394
H9 1.8592 -5.3480 -5.1289
H10 1.2845 -3.0755 -4.4768
H11 -6.0401 -1.5188 -0.7829
C14 -2.0934 4.5297 3.8490
C15 -1.5450 3.4658 2.9487
C16 -1.8921 2.1192 3.2985
C17 -1.5495 1.0421 2.4723
C18 -2.2135 -0.2706 2.7709
O2 -2.8864 -1.0573 2.0619
C19 -2.0079 -0.6795 4.2144
C20 -0.8599 -0.2342 4.9424
C21 -0.6291 -0.7403 6.2340
C22 -1.3485 -1.7909 6.7453
C23 -2.4451 -2.3172 6.0327
C24 -2.7785 -1.6835 4.7908
C25 -0.5341 1.1469 1.4447
O3 0.2837 0.2413 1.1495
C26 -0.3249 2.5595 1.0443
C27 -0.7352 3.6261 1.8306
C28 0.2084 2.8592 -0.2837
N3 0.7988 1.9531 -1.0548
C29 0.8365 2.3394 -2.4890
C30 2.2875 2.4967 -2.9141
Te1 3.3351 0.5607 -3.4167
C31 5.1573 0.2446 -2.3864
C32 5.8614 1.2930 -1.7328
C33 7.0723 0.9786 -1.0327
C34 7.5700 -0.3210 -1.0618
C35 6.8792 -1.3056 -1.7744
C36 5.7182 -1.0430 -2.4467
C37 0.2701 4.3121 -0.5573
C38 -0.9802 4.9906 -0.7805
C39 -0.9781 6.3994 -0.9419
C40 0.2070 7.0681 -0.9809
C41 1.4080 6.4048 -0.8215
C42 1.4556 5.0159 -0.7434
H12 -2.2666 5.5233 3.3472
H13 -1.4801 4.6735 4.7652
H14 -3.0514 4.1075 4.1738
H15 -2.4262 1.8626 4.2005
H16 -0.1359 0.4856 4.5843
H17 0.2866 -0.2872 6.7047
H18 -0.9874 -2.1929 7.6707
H19 -2.9754 -3.2008 6.4407
H20 -3.7375 -1.9501 4.3506
H21 -0.4757 4.6584 1.6500
H22 0.3765 3.3041 -2.6642
H23 0.3574 1.5529 -3.1401
H24 2.8893 2.8997 -2.1378
H25 2.4366 3.1098 -3.8382
H26 5.5696 2.3499 -1.8437
H27 7.6404 1.7196 -0.4944
H28 8.4907 -0.5369 -0.5628
H29 7.2576 -2.3262 -1.7816
H30 5.1912 -1.8683 -2.9676
H31 -1.8880 4.4879 -0.4581
H32 -1.9273 6.9801 -1.0078
H33 0.2442 8.1617 -1.0966
H34 2.3204 7.0695 -0.7454
H35 2.3917 4.5088 -0.7030
Cl1 2.2358 -3.4583 4.9942
C43 2.0374 -2.8651 3.4406
C44 3.2114 -2.9144 2.6262
C45 3.0627 -2.8041 1.2731
C46 1.8075 -2.4897 0.6845
C47 1.6662 -2.3122 -0.7115
C48 0.6796 -2.3847 1.4924
C49 0.8107 -2.5847 2.8588
H36 4.2337 -3.0756 3.0379
H37 3.9806 -2.7819 0.6599
H38 0.5722 -2.5458 -0.9312
H39 2.4343 -2.6893 -1.4028
H40 -0.3549 -2.1524 1.0605
H41 -0.0591 -2.4522 3.5317

=====

4.
The following is a DFT calculation (ωB97M-V with the def2-TZVPD basis set) of a 2-piece molecular cluster, C2H4N3OS overall in a non-equilibrium geometry.

Properties
Energy = -19490.1332 eV
Highest occupied orbital energy = -3.3 eV
Charge = -1
Orbital gap = 7.05 eV
ΔE to the lowest compared entry with this formula, charge and spin = 7.3 kcal per mole

Atoms and positions in Å:
C1 -1.1534 0.2238 0.7117
C2 -2.2695 0.4388 -0.0088
N1 -1.6715 -1.6580 -0.4626
N2 -0.7277 -1.1294 0.3012
N3 -2.6189 -0.7258 -0.7155
O1 0.3210 -1.6900 0.7263
S1 2.7887 -0.4870 -0.2709
H1 -0.6547 0.6923 1.5547
H2 -2.8718 1.4154 -0.0761
H3 2.0054 -0.9161 0.7795
H4 1.9991 -1.1063 -1.1542

=====

5.
The following is a DFT calculation (ωB97M-V with the def2-TZVPD basis set) of C16H42F3KO18P4 as an isolated structure in a non-equilibrium geometry.

Properties
Energy = -115766.4570 eV
Highest occupied orbital energy = -6.8 eV
Charge = 0
Orbital gap = 6.35 eV
ΔE to the lowest compared entry with this formula, charge and spin = 148.8 kcal per mole

Atoms and positions in Å:
K1 2.9027 -0.8251 -0.8292
C1 0.4559 1.8798 -1.4969
O1 0.4551 0.8351 -0.5215
O2 1.7703 2.0677 -1.9142
C2 -0.7739 1.7833 -2.5298
F1 -1.7338 2.5762 -2.1569
F2 -0.5502 2.0403 -3.7978
F3 -1.3302 0.5582 -2.3739
C3 0.7648 1.1631 0.8718
C4 0.9392 -0.0931 1.7747
H1 -0.0708 -0.4528 1.9717
H2 1.5572 -0.8080 1.2315
H3 1.4306 0.3210 2.6551
H4 -0.1043 1.6501 1.3141
H5 1.6668 1.7738 0.9103
H6 0.1466 2.7332 -0.8934
C5 -2.7145 -2.2832 -3.6404
O3 -1.6338 -2.9742 -4.1030
P1 -0.1389 -2.5427 -3.7345
O4 -0.0164 -2.1571 -2.3354
O5 0.7348 -3.8144 -4.1950
C6 0.9254 -4.2871 -5.5628
O6 0.1600 -1.3524 -4.8619
C7 1.4121 -0.7433 -5.3042
H7 -3.5068 -2.9264 -3.2575
H8 -3.3976 -1.7670 -4.3150
H9 -2.3383 -1.5950 -2.8835
H10 1.8228 -3.8199 -5.9683
H11 0.0008 -4.0018 -6.0647
H12 1.0994 -5.3630 -5.5553
H13 2.3487 -1.0491 -4.8380
H14 1.0757 0.2753 -5.1110
H15 1.5372 -0.8252 -6.3839
C8 -6.9054 -2.9286 -0.6093
O7 -6.5472 -1.8731 -1.5018
P2 -7.0936 -0.3393 -1.2966
O8 -7.0905 -0.0528 0.1657
O9 -8.5669 -0.4594 -2.0599
C9 -8.7295 -0.6860 -3.4321
O10 -6.1339 0.4517 -2.3210
C10 -5.1514 1.3810 -1.8536
H16 -7.9760 -2.7956 -0.4536
H17 -6.3031 -2.9017 0.2987
H18 -6.5822 -3.7697 -1.2227
H19 -8.8642 -1.7542 -3.6022
H20 -7.8592 -0.3710 -4.0080
H21 -9.5569 -0.0773 -3.7968
H22 -4.8859 1.1459 -0.8230
H23 -5.5702 2.3716 -2.0309
H24 -4.2980 1.3487 -2.5309
C11 4.7047 -5.2588 1.5264
O11 4.9458 -4.4145 2.6644
P3 4.4903 -2.7913 2.6116
O12 3.4859 -2.4443 1.6196
O13 5.9346 -2.0199 2.4653
C12 6.9491 -2.1726 3.4912
O14 4.0803 -2.4738 4.1519
C13 2.7816 -2.7230 4.6574
H25 5.6831 -5.6456 1.2414
H26 4.2113 -4.7772 0.6821
H27 4.2529 -6.2429 1.6515
H28 7.8095 -2.6657 3.0388
H29 6.6846 -2.9592 4.1979
H30 7.3063 -1.2477 3.9443
H31 2.5664 -1.7711 5.1428
H32 2.8035 -3.4674 5.4533
H33 1.9810 -2.9236 3.9455
C14 1.2324 4.0568 5.6050
O15 1.2133 4.8067 4.4097
P4 2.5264 5.6426 3.9524
O16 3.2147 6.2888 5.0991
O17 3.4168 4.6996 3.0334
C15 2.7372 3.8992 2.0708
O18 1.8934 6.6502 2.8091
C16 1.4488 7.9739 3.0173
H34 1.2649 3.0336 5.2306
H35 0.2504 4.2060 6.0539
H36 2.0071 4.3778 6.3013
H37 3.3071 3.6116 1.1873
H38 1.7589 4.2379 1.7297
H39 2.3651 3.0070 2.5746
H40 0.7737 8.3320 2.2400
H41 2.2628 8.6630 3.2425
H42 0.8737 7.8453 3.9342

=====

6.
The following is a DFT calculation (ωB97M-V with the def2-TZVPD basis set) of one molecule with the formula C4H8N2 in a non-equilibrium geometry.

Properties
SMILES = CN[C@@H](C)C#N
Energy = -7257.1779 eV
Highest occupied orbital energy = -9.7 eV
Charge = 0
Orbital gap = 10.75 eV
ΔE to the lowest compared entry with this formula, charge and spin = 16.1 kcal per mole

Atoms and positions in Å:
C1 1.9260 0.0155 0.2714
N1 0.6056 -0.5865 0.4367
C2 -0.3624 0.0240 -0.4447
C3 -1.7295 -0.6556 -0.4366
C4 -0.6027 1.4373 0.0573
N2 -0.8035 2.2858 0.8258
H1 2.3545 -0.2926 -0.6902
H2 2.5804 -0.3795 1.0446
H3 1.9282 1.1201 0.3105
H4 0.2593 -0.4751 1.3862
H5 0.0518 -0.0514 -1.4587
H6 -2.3647 -0.1299 -1.1565
H7 -1.6841 -1.7100 -0.7116
H8 -2.1589 -0.6021 0.5660

=====

7.
The following is a DFT calculation (ωB97M-V with the def2-TZVPD basis set) of one molecule with the formula C25H22N2O2S.

Properties
SMILES = COc1ccc(NC(=O)CSc2nc3ccccc3cc2Cc2ccccc2)cc1
Energy = -44193.5529 eV
Highest occupied orbital energy = -7.7 eV
Charge = 0
Orbital gap = 7.84 eV
ΔE to the lowest compared entry with this formula, charge and spin = 8.1 kcal per mole

Atoms and positions in Å:
C1 1.5261 -5.9359 0.3083
H1 0.6491 -5.9323 -0.3475
O1 2.1844 -4.6934 0.2986
C2 1.5019 -3.5941 0.7339
C3 2.2090 -2.3910 0.7119
C4 1.6142 -1.2223 1.1300
C5 0.2961 -1.2242 1.5848
C6 -0.4094 -2.4190 1.6088
C7 0.1874 -3.5937 1.1843
H2 -0.3906 -4.5036 1.2138
H3 -1.4289 -2.4267 1.9554
N1 -0.2572 -0.0035 1.9846
C8 -1.5616 0.2873 2.2320
O2 -2.4399 -0.5163 2.4440
C9 -1.8262 1.7869 2.3732
H4 -2.8883 1.9683 2.2129
H5 -1.5435 2.1277 3.3706
S1 -0.8645 2.8005 1.2170
C10 -1.1438 1.8663 -0.2536
N2 -1.9599 0.8637 -0.1217
C11 -2.2180 0.0682 -1.1749
C12 -3.0707 -1.0371 -1.0007
C13 -3.3495 -1.8488 -2.0659
C14 -2.7972 -1.5884 -3.3298
C15 -1.9589 -0.5232 -3.5198
C16 -1.6423 0.3288 -2.4462
C17 -0.7562 1.4245 -2.5474
C18 -0.4749 2.2034 -1.4568
C19 0.5603 3.2880 -1.4718
C20 1.8193 2.7616 -0.8228
C21 2.3247 3.3381 0.3340
C22 3.4602 2.8236 0.9369
C23 4.1031 1.7266 0.3898
C24 3.6056 1.1466 -0.7658
C25 2.4700 1.6599 -1.3655
H6 2.0813 1.1969 -2.2611
H7 4.0996 0.2890 -1.1981
H8 4.9866 1.3230 0.8620
H9 3.8421 3.2808 1.8379
H10 1.8237 4.1906 0.7682
H11 0.7697 3.5817 -2.5029
H12 0.1995 4.1586 -0.9204
H13 -0.2886 1.6336 -3.5008
H14 -1.5271 -0.3238 -4.4907
H15 -3.0373 -2.2415 -4.1561
H16 -4.0021 -2.7004 -1.9417
H17 -3.4757 -1.2129 -0.0169
H18 0.3636 0.7888 1.8617
H19 2.1707 -0.2958 1.1004
H20 3.2282 -2.3989 0.3598
H21 2.2515 -6.6568 -0.0659
H22 1.2215 -6.2223 1.3202